No. 1
Molecular formula: C14H8F2N2O2S
Method: DFT, ωB97M-V/def2-TZVPD

The geometry in XYZ format:
```
29
Properties=species:S:1:pos:R:3
O 3.07 -3.16 0.30
C 2.58 -2.81 -0.71
F 3.07 -3.18 -1.87
N 1.43 -1.97 -0.81
C 0.42 -2.47 0.05
O 0.15 -2.11 1.13
F -0.21 -3.47 -0.53
C 1.70 -0.57 -0.60
C 2.95 -0.06 -0.29
C 3.15 1.30 -0.15
C 2.09 2.19 -0.29
C 0.84 1.66 -0.59
C 0.63 0.30 -0.76
N -0.67 -0.21 -1.10
C -1.67 0.29 -0.21
C -2.56 -0.55 0.44
C -3.53 -0.05 1.29
C -3.65 1.32 1.51
C -2.75 2.18 0.87
C -1.78 1.67 0.03
S -0.59 2.72 -0.77
H 3.80 -0.71 -0.15
H 4.13 1.66 0.10
H 2.19 3.25 -0.18
H -0.88 0.17 -2.02
H -2.46 -1.61 0.27
H -4.21 -0.73 1.78
H -4.40 1.71 2.18
H -2.84 3.24 1.05
```

Output
Gap between HOMO and LUMO   9.31 eV
Structure (SMILES)   O=C(F)N(C(=O)F)c1cccc2c1Nc1ccccc1S2
ΔE to the lowest compared entry with this formula, charge and spin   0.7 kcal per mole
Total energy   -1396.23897 a.u.
Highest occupied orbital energy   -8.65 eV

=====

No. 2
Molecular formula: CH2O2S2
Method: DFT, ωB97M-V/def2-TZVPD

The geometry in XYZ format:
```
7
Properties=species:S:1:pos:R:3
C -0.91 0.12 -0.91
O -1.30 -1.59 -2.91
O -3.12 -0.14 -2.14
S -0.97 1.31 0.32
S -2.03 -1.00 -1.80
H 0.43 -0.79 -0.76
H -2.04 2.13 0.03
```

Output
Gap between HOMO and LUMO (spin up / spin down)   7.65 / 7.00 eV
ΔE to the lowest compared entry with this formula, charge and spin   105.8 kcal per mole
Total energy   -985.96474 a.u.
Highest occupied orbital energy (spin up / spin down)   -9.50 / -9.19 eV

=====

No. 3
Molecular formula: C25H35N5O4
Method: DFT, ωB97M-V/def2-TZVPD

The geometry in XYZ format:
```
69
Properties=species:S:1:pos:R:3
C 6.24 -1.39 -0.43
C 5.29 -0.46 -1.08
C 4.21 0.22 -0.61
C 3.73 0.92 -1.75
N 2.66 1.78 -1.87
C 1.72 2.02 -0.91
O 1.71 1.47 0.17
C 0.69 3.05 -1.34
C -0.46 3.06 -0.33
C -1.20 1.74 -0.42
O -1.18 1.10 -1.47
N -1.90 1.32 0.65
C -1.86 2.01 1.93
C -0.60 1.67 2.75
C -0.75 0.45 3.67
C 0.63 -0.04 4.10
C -1.59 0.79 4.90
C -2.70 0.09 0.56
C -1.84 -1.19 0.67
O -1.99 -1.96 1.60
N -0.97 -1.36 -0.33
C -0.04 -2.46 -0.41
C 1.40 -1.92 -0.54
C 1.66 -1.93 -2.04
C 1.02 -3.24 -2.49
C -0.28 -3.30 -1.68
C -3.58 0.10 -0.67
C -3.88 -1.06 -1.37
C -4.73 -0.98 -2.47
C -5.25 0.25 -2.81
N -4.99 1.36 -2.13
C -4.19 1.28 -1.09
N 4.49 0.67 -2.79
O 5.46 -0.18 -2.38
H 7.26 -0.99 -0.49
H 6.23 -2.35 -0.93
H 5.97 -1.53 0.61
H 3.79 0.23 0.38
H 2.57 2.20 -2.78
H 1.17 4.03 -1.39
H 0.31 2.79 -2.33
H -1.16 3.86 -0.57
H -0.05 3.23 0.66
H -2.75 1.72 2.49
H -1.93 3.08 1.76
H -0.33 2.54 3.36
H 0.22 1.48 2.06
H -1.25 -0.35 3.13
H 0.54 -0.91 4.75
H 1.22 -0.32 3.23
H 1.16 0.74 4.64
H -1.71 -0.09 5.53
H -1.10 1.57 5.50
H -2.58 1.15 4.63
H -3.35 0.07 1.44
H -0.93 -0.65 -1.06
H -0.17 -3.04 0.51
H 2.09 -2.60 -0.03
H 1.49 -0.93 -0.10
H 1.17 -1.09 -2.51
H 2.72 -1.89 -2.29
H 0.84 -3.28 -3.56
H 1.66 -4.08 -2.22
H -0.57 -4.32 -1.43
H -1.10 -2.85 -2.25
H -3.47 -2.01 -1.07
H -4.97 -1.87 -3.03
H -5.91 0.37 -3.66
H -4.02 2.21 -0.57
```

Output
Gap between HOMO and LUMO   9.71 eV
Structure (SMILES)   Cc1cc(NC(=O)CCC(=O)N(CCC(C)C)[C@H](C(=O)NC2CCCC2)c2cccnc2)no1
ΔE to the lowest compared entry with this formula, charge and spin   58.9 kcal per mole
Total energy   -1548.42362 a.u.
Highest occupied orbital energy   -9.10 eV

=====

No. 4
Molecular formula: C3H7N2O2
Method: DFT, ωB97M-V/def2-TZVPD

The geometry in XYZ format:
```
14
Properties=species:S:1:pos:R:3
O -0.94 -1.21 1.14
C -0.90 -1.68 -0.05
O -1.31 -2.73 -0.49
H -0.44 -0.93 -0.76
C 0.88 1.22 -0.78
C 0.71 1.46 0.55
N 0.89 0.50 1.49
N 0.69 2.24 -1.75
H 1.11 0.21 -1.13
H 0.52 2.49 0.86
H 0.11 -0.26 1.54
H 1.41 0.70 2.32
H -0.19 2.03 -2.22
H 1.42 2.07 -2.45
```

Output
Gap between HOMO and LUMO (spin up / spin down)   9.25 / 5.26 eV
ΔE to the lowest compared entry with this formula, charge and spin   32.9 kcal per mole
Spin multiplicity   2
Total energy   -378.38477 a.u.
Highest occupied orbital energy (spin up / spin down)   -8.94 / -8.76 eV

=====

No. 5
Molecular formula: C5H8O2
Method: DFT, ωB97M-V/def2-TZVPD

The geometry in XYZ format:
```
15
Properties=species:S:1:pos:R:3
C -0.06 1.17 1.49
C -0.39 0.46 0.21
C 0.10 0.76 -1.17
C 0.41 -0.56 -0.51
O 1.69 -0.96 -0.16
C -0.82 -1.44 -0.39
O -1.58 -0.33 0.14
H -0.64 2.08 1.63
H 1.00 1.42 1.49
H -0.26 0.49 2.32
H -0.61 0.84 -2.00
H 0.96 1.43 -1.22
H 2.15 -1.28 -0.95
H -1.28 -1.89 -1.27
H -0.66 -2.19 0.40
```

Output
Gap between HOMO and LUMO   9.97 eV
ΔE to the lowest compared entry with this formula, charge and spin   56.9 kcal per mole
Total energy   -345.71435 a.u.
Highest occupied orbital energy   -9.19 eV

=====

No. 6
Molecular formula: C5H8O2
Method: DFT, ωB97M-V/def2-TZVPD

The geometry in XYZ format:
```
15
Properties=species:S:1:pos:R:3
O 2.06 0.10 -0.65
C 1.10 0.23 0.37
C 0.02 1.28 0.01
C -1.03 0.16 -0.05
O -2.23 0.38 0.61
C -0.92 -0.86 -1.07
C 0.02 -0.87 0.45
H 2.66 -0.62 -0.41
H 1.57 0.41 1.35
H -0.17 1.97 0.83
H 0.19 1.83 -0.91
H -2.86 -0.24 0.21
H -0.08 -1.76 -0.34
H -0.11 -0.63 -1.78
H -0.24 -1.40 1.36
```

Output
Gap between HOMO and LUMO   9.49 eV
ΔE to the lowest compared entry with this formula, charge and spin   110.8 kcal per mole
Total energy   -345.62836 a.u.
Highest occupied orbital energy   -8.81 eV